Record 1
DFT (the ωB97M-V functional and the def2-TZVPD basis) results for a cluster of 2 separate species, C7H5Br2ClO in total in a non-equilibrium geometry.

Geometry as XYZ:
```
16
Properties=species:S:1:pos:R:3:mulliken_charge:R:1
Br -1.674 1.406 2.122 -0.20
Br 2.753 -0.606 2.047 -0.09
Cl 1.611 2.241 2.329 -0.11
O 2.669 1.369 0.099 -0.41
C -0.661 -1.284 -1.581 -0.40
C -1.244 0.323 0.622 -0.35
C -2.276 -0.264 -0.110 -0.15
C 2.008 0.992 1.187 0.24
C 0.376 -0.698 -0.862 -0.58
C 0.026 0.073 0.206 0.79
C -1.974 -1.058 -1.201 -0.61
H -0.435 -1.909 -2.431 0.37
H 1.406 -0.845 -1.135 0.40
H -2.778 -1.502 -1.765 0.36
H -3.300 -0.085 0.184 0.39
H 3.493 1.848 0.290 0.36
```

* HOMO energy (alpha / beta): -8.95 / -8.95 eV
* charge: 0
* orbital gap (alpha / beta): 8.5 / 8.5 eV
* E_LUMO (alpha / beta): -0.0167 / -0.0167 hartree

Record 2
DFT (the ωB97M-V functional and the def2-TZVPD basis) results for an isolated molecule of C7H5Br2NO2 in a non-equilibrium geometry.

Geometry as XYZ:
```
17
Properties=species:S:1:pos:R:3:mulliken_charge:R:1
Br -3.636 1.640 0.584 0.01
Br 0.579 -3.099 1.017 -0.13
O -0.898 2.757 2.914 -0.51
O -1.048 1.117 4.361 -0.52
N -0.934 1.568 3.248 0.83
C -0.178 -1.229 0.725 -0.49
C 0.599 -0.513 -0.322 -0.33
C -0.846 0.630 2.240 0.02
C 0.169 0.596 -1.004 -0.30
C -2.009 1.284 0.136 -0.08
C -1.228 1.187 -0.931 -0.23
C -0.015 -0.350 1.966 -0.23
H 0.859 -0.591 2.582 0.37
H 0.921 1.008 -1.584 0.46
H -1.810 1.043 -1.941 0.25
H 1.699 -0.728 -0.346 0.27
H -1.161 -1.465 0.655 0.61
```

* HOMO energy (alpha / beta): -8.09 / -9.46 eV
* charge: 0
* 2S+1: 3
* orbital gap (alpha / beta): 7.9 / 6.5 eV
* E_LUMO (alpha / beta): -0.0079 / -0.1092 hartree

Record 3
DFT (the ωB97M-V functional and the def2-TZVPD basis) results for the ion C7H5F2N2O3S with charge +1 in a non-equilibrium geometry.

Geometry as XYZ:
```
20
Properties=species:S:1:pos:R:3:mulliken_charge:R:1
S 0.992 -0.355 -1.582 0.46
F 3.599 -1.905 0.544 -0.19
F 2.869 2.421 -1.614 -0.20
O 1.853 -0.677 1.698 -0.28
O 2.608 2.118 0.763 -0.35
O 0.719 0.762 -2.867 -0.40
N 2.439 0.025 -0.680 0.17
N -0.699 1.194 0.092 -0.28
C -1.345 -1.540 -0.190 -0.20
C -1.873 1.144 1.009 -0.14
C 2.612 1.508 -0.438 0.52
C -2.625 -1.540 0.818 -0.30
C -0.522 -0.189 -0.421 0.33
C 2.576 -0.799 0.582 0.43
C -2.840 -0.055 1.456 -0.24
H -0.187 0.529 -3.277 0.41
H -3.703 0.131 2.238 0.32
H -3.309 -2.444 1.109 0.35
H -2.130 2.204 1.499 0.31
H -1.033 -2.531 -0.740 0.27
```

* HOMO energy: -13.87 eV
* charge: +1
* orbital gap: 7.6 eV
* E_LUMO: -0.2310 hartree

Record 4
DFT (the ωB97M-V functional and the def2-TZVPD basis) results for a structure of composition C7H5IrNO6.

Geometry as XYZ:
```
20
Properties=species:S:1:pos:R:3:mulliken_charge:R:1
Ir -0.071 0.877 -1.918 1.16
O -1.793 0.439 -1.718 -0.32
O -0.039 1.641 -3.816 -0.45
O 1.695 0.613 -1.685 -0.32
O -0.082 -1.494 3.625 -0.42
O 3.413 0.259 -0.203 -0.28
O -3.515 -0.077 -0.263 -0.26
N -0.051 0.116 -0.073 -0.49
C -1.204 -0.230 0.507 0.32
C -0.007 -0.985 2.425 0.82
C -2.370 0.009 -0.391 0.33
C 1.202 -0.661 1.770 -0.28
C 2.267 0.240 -0.377 0.34
C -1.240 -0.780 1.756 -0.41
C 1.121 -0.116 0.515 0.13
H -0.085 2.586 -4.041 0.39
H 0.771 -1.635 4.064 0.35
H -0.009 1.103 -4.625 0.38
H 2.170 -0.841 2.223 0.47
H -2.173 -1.063 2.227 0.55
```

* HOMO energy (alpha / beta): -18.21 / -18.18 eV
* charge: +2
* 2S+1: 2
* orbital gap (alpha / beta): 6.7 / 6.6 eV
* E_LUMO (alpha / beta): -0.4240 / -0.4273 hartree

Record 5
DFT (the ωB97M-V functional and the def2-TZVPD basis) results for a cluster of 3 separate species, C7H5N4O2 in total in a non-equilibrium geometry.

Geometry as XYZ:
```
18
Properties=species:S:1:pos:R:3:mulliken_charge:R:1
O -3.387 3.084 -0.284 -0.28
O -3.402 0.798 -0.388 -0.40
N -2.994 -2.404 -1.798 -0.34
N -3.421 -1.316 2.213 -0.30
N -0.200 0.412 -0.064 -0.30
N -2.329 -0.784 -0.015 -0.03
C 2.326 1.162 -0.171 -0.20
C -3.513 1.957 -0.317 0.58
C 4.129 -0.668 0.281 -0.82
C -2.942 -1.057 1.224 0.35
C 3.262 0.378 -0.009 0.35
C -1.139 -0.247 -0.003 0.34
C -2.630 -1.648 -1.023 0.40
H 3.449 -1.494 0.215 0.32
H 1.160 0.967 -0.488 0.32
H 5.056 -0.806 -0.427 0.34
H 2.051 2.207 -0.155 0.36
H 4.523 -0.540 1.208 0.32
```

* HOMO energy (alpha / beta): -12.43 / -14.33 eV
* charge: +1
* 2S+1: 3
* orbital gap (alpha / beta): 8.6 / 5.4 eV
* E_LUMO (alpha / beta): -0.1414 / -0.3283 hartree

Record 6
DFT (the ωB97M-V functional and the def2-TZVPD basis) results for an isolated molecule of C7H5NO in a non-equilibrium geometry.

Geometry as XYZ:
```
14
Properties=species:S:1:pos:R:3:mulliken_charge:R:1
O 0.383 -2.203 0.912 -0.19
N -4.867 -0.230 -0.076 -0.45
C 1.082 -1.621 -0.220 0.15
C -0.285 -2.139 -0.190 -0.27
C 1.166 -0.187 -0.236 -0.39
C 0.032 0.461 0.081 -0.42
C -3.711 -0.143 -0.171 0.15
C -1.289 -0.105 0.338 -0.28
C -2.422 0.298 -0.303 -0.31
H -2.355 1.065 -1.028 0.38
H 1.876 -2.171 -0.646 0.45
H 2.219 0.121 -0.435 0.35
H 0.058 1.591 0.113 0.33
H -1.450 -0.701 1.194 0.49
```

* HOMO energy: -8.91 eV
* charge: 0
* orbital gap: 8.1 eV
* E_LUMO: -0.0293 hartree

Question: Among the records above, which one has the highest charge?
Answer: C7H5IrNO6

Question: Which of these has the highest charge?
Answer: C7H5IrNO6

Question: charge of number 4 (C7H5IrNO6)?
Answer: +2